Formula: C5H7NOS
Source: the OMol25 dataset
Level of theory: ωB97M-V/def2-TZVPD

XYZ file:
```
15
Properties=species:S:1:pos:R:3:lowdin_charge:R:1
S 2.01681 -1.14932 2.55276 0.699
C 1.43999 -0.62691 0.93065 -0.618
C 0.09998 0.06558 1.02375 -0.202
C -0.49338 0.55387 -0.35543 -0.251
C -1.64040 0.26444 -1.00528 -0.023
C -1.50065 0.95928 -2.25400 -0.141
N -0.38520 1.61202 -2.29824 0.045
O 0.29702 1.35480 -1.14839 -0.020
H 1.58187 -2.43932 2.44248 -0.127
H 2.20461 0.06129 0.51572 0.079
H 1.39214 -1.48296 0.22851 0.090
H 0.21909 0.98314 1.66528 0.124
H -0.64893 -0.63155 1.47695 0.118
H -2.42994 -0.48539 -0.70061 0.131
H -2.15300 0.96104 -3.07416 0.096
```

Its LUMO energy is 0.73 eV. The value obtained for the HOMO energy is -9.38 eV. The gap between HOMO and LUMO is 10.12 eV. The calculation puts the energy above the lowest of the compared OMol25 structures with the same formula, charge and spin at 2.041 eV. Its SMILES is SCCc1ccno1.

Formula: C45H95N5O5
Source: the OMol25 dataset
Level of theory: ωB97M-V/def2-TZVPD

XYZ file:
```
150
Properties=species:S:1:pos:R:3:lowdin_charge:R:1
C -25.00232 6.25257 -2.56545 -0.027
C -23.43262 6.43639 -2.53109 -0.376
C -22.67901 5.01948 -2.83924 -0.103
C -21.35305 5.06339 -3.58340 -0.207
C -20.57620 6.27856 -3.31980 -0.170
C -21.31985 7.60468 -3.61377 -0.478
N -22.82950 7.44780 -3.44057 -0.123
O -23.49497 8.64141 -3.38760 -0.001
C -20.60382 8.59681 -2.66593 -0.033
C -21.09720 7.91166 -5.03296 -0.065
C -23.13556 6.84733 -1.03075 -0.055
H -25.38276 6.28671 -3.58633 0.053
H -25.43431 7.11919 -2.06500 0.077
H -25.41242 5.33194 -2.15030 0.086
H -22.56001 4.50913 -1.88348 0.092
H -23.33977 4.29788 -3.31964 0.094
H -21.59854 5.01083 -4.64410 0.118
H -20.77076 4.16729 -3.36885 0.105
H -19.63689 6.13765 -3.85454 0.128
H -20.39632 6.27022 -2.24478 0.101
H -19.52603 8.61024 -2.82806 0.083
H -20.90402 9.61595 -2.90951 0.083
H -20.89479 8.36630 -1.64108 0.055
H -20.04509 8.07060 -5.26939 0.094
H -21.68507 7.44321 -5.82231 0.096
H -21.48784 8.87354 -5.36505 0.081
H -23.88312 6.55671 -0.29264 0.062
H -23.14379 7.88896 -0.70976 0.073
H -22.19629 6.48481 -0.61306 0.058
H -23.97637 8.69785 -4.21625 0.111
C -23.14502 1.52837 -0.21061 -0.038
C -22.47306 0.57910 -1.25045 -0.485
C -22.01832 1.40834 -2.50145 -0.131
C -21.20923 0.58192 -3.46618 -0.221
C -19.99106 0.03751 -2.87164 -0.137
C -20.42038 -0.90087 -1.68707 -0.448
N -21.30403 -0.20451 -0.66179 -0.083
O -21.80263 -1.06285 0.31984 -0.019
C -20.78898 -2.35791 -2.06702 -0.020
C -19.10118 -1.04218 -0.90261 -0.089
C -23.60646 -0.28507 -1.67364 -0.056
H -23.83632 2.19450 -0.72683 0.079
H -22.40794 2.25977 0.12084 0.076
H -23.67438 1.00238 0.58388 0.081
H -22.93788 1.79815 -2.93797 0.104
H -21.51395 2.31612 -2.17030 0.098
H -21.12840 1.22608 -4.34175 0.113
H -21.74535 -0.18631 -4.02340 0.115
H -19.29840 0.82966 -2.58735 0.120
H -19.42246 -0.58776 -3.56000 0.128
H -19.94857 -2.88470 -2.51901 0.088
H -21.12787 -2.89406 -1.18057 0.085
H -21.59546 -2.26614 -2.79453 0.063
H -18.16154 -1.22227 -1.42485 0.078
H -18.75763 -0.08005 -0.52261 0.068
H -19.05349 -1.69098 -0.02803 0.081
H -23.25711 -1.09738 -2.31099 0.078
H -24.48549 0.17546 -2.12456 0.089
H -24.05854 -0.63966 -0.74736 0.081
H -21.85657 -0.44368 1.05149 0.101
C -24.48030 8.19247 7.59211 -0.017
C -25.26520 6.88667 7.15723 -0.538
C -26.73985 7.17051 7.03783 -0.132
C -27.02814 7.94194 5.71563 -0.137
C -26.40090 7.11070 4.51005 -0.131
C -24.90187 6.88668 4.68452 -0.542
N -24.68201 6.35656 5.98761 -0.114
O -23.41826 5.70923 6.13436 0.000
C -24.56134 5.87317 3.52707 -0.024
C -24.25074 8.21096 4.35593 -0.038
C -25.07964 5.88234 8.28376 -0.043
H -23.39582 8.12637 7.50471 0.075
H -24.64290 8.32001 8.66234 0.082
H -24.60507 9.03917 6.91710 0.059
H -27.28297 6.24496 7.22883 0.122
H -27.15455 7.92242 7.70921 0.122
H -26.66582 8.96438 5.82260 0.094
H -28.10740 8.04326 5.60154 0.103
H -26.65186 7.45316 3.50614 0.114
H -26.92670 6.15676 4.46950 0.115
H -24.87119 4.85370 3.75680 0.088
H -24.67596 6.26535 2.51654 0.075
H -23.47564 5.88448 3.62312 0.064
H -24.75505 9.05883 4.81948 0.066
H -23.19495 8.21384 4.62683 0.090
H -24.46019 8.38418 3.30036 0.083
H -24.03294 5.90196 8.58729 0.079
H -25.23474 4.86703 7.91880 0.089
H -25.65519 6.11780 9.17897 0.094
H -23.65525 4.78073 6.07669 0.101
C -26.44631 3.99325 -5.00442 -0.031
C -26.96158 3.57332 -6.38248 -0.477
C -26.01773 3.93777 -7.55140 -0.158
C -24.78110 3.14342 -7.66028 -0.225
C -25.24828 1.75305 -7.89487 -0.162
C -26.10157 1.08108 -6.76999 -0.375
N -27.21751 2.04550 -6.47853 -0.130
O -28.04259 1.58540 -5.52352 -0.004
C -26.61368 -0.36411 -7.18480 -0.031
C -25.12568 0.74764 -5.47918 -0.036
C -28.20749 4.32337 -6.60111 -0.071
H -25.59090 3.34813 -4.80392 0.059
H -27.09147 3.98948 -4.12587 0.092
H -25.95368 4.96386 -5.06222 0.063
H -26.62170 3.76730 -8.44261 0.121
H -25.71048 4.98339 -7.53208 0.125
H -24.09879 3.11243 -6.81082 0.108
H -24.19025 3.57228 -8.46964 0.121
H -24.33310 1.24848 -8.20462 0.122
H -25.87542 1.86365 -8.77949 0.118
H -27.60105 -0.33476 -7.64560 0.069
H -25.98605 -0.93281 -7.87092 0.082
H -26.91947 -0.85594 -6.26139 0.071
H -25.64316 0.74755 -4.51985 0.062
H -24.46141 -0.11599 -5.44764 0.069
H -24.40721 1.52431 -5.21712 0.032
H -28.99436 4.20916 -5.85553 0.086
H -28.64625 4.01378 -7.54966 0.092
H -28.12927 5.40993 -6.56394 0.097
H -28.85820 1.53342 -6.02720 0.114
C -16.19096 5.16677 0.50705 -0.003
C -15.51929 6.28095 1.33907 -0.400
C -14.77234 7.28262 0.43868 -0.136
C -15.55620 8.22334 -0.51736 -0.122
C -16.74160 8.89777 0.29055 -0.101
C -17.54380 8.05291 1.30178 -0.451
N -16.62035 7.13909 2.02760 0.111
O -17.21657 6.41948 3.03637 0.095
C -18.17776 9.06988 2.37797 0.020
C -18.67169 7.36785 0.58501 -0.007
C -14.57901 5.60865 2.40004 0.000
H -17.07698 4.83236 1.04673 0.093
H -15.61337 4.26746 0.29316 0.110
H -16.46171 5.57765 -0.46556 0.084
H -14.00595 7.86149 0.95410 0.126
H -14.16278 6.67600 -0.23106 0.128
H -15.97325 7.63615 -1.33550 0.100
H -14.89184 8.87089 -1.08955 0.121
H -17.49326 9.49111 -0.23008 0.129
H -16.23410 9.59885 0.95314 0.109
H -19.06317 9.54515 1.95575 0.105
H -18.54772 8.52040 3.24358 0.078
H -17.39691 9.70803 2.79168 0.091
H -19.38057 7.12488 1.37656 0.096
H -19.29952 8.01651 -0.02587 0.091
H -18.44769 6.37181 0.20313 0.083
H -15.03995 4.67970 2.73572 0.093
H -14.32956 6.24362 3.25015 0.089
H -13.58961 5.50099 1.95552 0.099
H -16.99429 6.78208 3.89702 0.155
```

Its LUMO energy (alpha / beta) is -2.65 / -6.81 eV. The value obtained for the HOMO energy (alpha / beta) is -9.43 / -9.43 eV. The gap between HOMO and LUMO (alpha / beta) is 6.79 / 2.62 eV. The charge is +1. Its spin multiplicity is 2. The calculation puts the energy above the lowest of the compared OMol25 structures with the same formula, charge and spin at 2.938 eV.

Formula: C4H7NO
Source: the OMol25 dataset
Level of theory: ωB97M-V/def2-TZVPD

XYZ file:
```
13
Properties=species:S:1:pos:R:3:lowdin_charge:R:1
O -2.81938 0.52900 0.23391 0.050
C -1.88682 -0.19656 0.48043 -0.251
C -0.51608 0.30478 0.88401 -0.183
N 0.50289 -0.54464 0.29026 -0.130
C 0.66312 -0.39166 -1.14831 -0.146
C 1.68282 0.13594 -0.21155 -0.145
H -1.97599 -1.30090 0.41243 0.130
H -0.42827 0.24492 1.97780 0.130
H -0.44404 1.36660 0.59686 0.125
H 0.02519 0.33202 -1.65721 0.112
H 0.83969 -1.31428 -1.69473 0.103
H 2.62701 -0.38412 -0.07235 0.102
H 1.72986 1.21890 -0.09155 0.105
```

Its LUMO energy is 1.12 eV. The value obtained for the HOMO energy is -9.68 eV. The gap between HOMO and LUMO is 10.79 eV. The calculation puts the energy above the lowest of the compared OMol25 structures with the same formula, charge and spin at 2.403 eV. Its SMILES is O=CCN1CC1.

Formula: C5H8F15K5O19S5
Source: the OMol25 dataset
Level of theory: ωB97M-V/def2-TZVPD

XYZ file:
```
57
Properties=species:S:1:pos:R:3:lowdin_charge:R:1
K 0.28642 1.70731 3.86009 0.899
K -0.36482 2.31262 -3.86048 0.931
K -3.38623 3.27461 0.24283 0.957
K 0.24835 -3.71167 0.82112 0.907
K -2.72881 -1.43887 -2.13210 0.884
C -4.96408 -0.92593 1.97092 -0.625
F -4.15865 0.05319 1.47541 0.058
F -4.80142 -0.90698 3.29223 0.128
F -6.25343 -0.72118 1.73253 0.146
S -4.48136 -2.62934 1.23971 0.518
O -4.34589 -2.28252 -0.17983 -0.458
O -3.21366 -3.05277 1.82774 -0.339
O -5.60533 -3.56336 1.46670 -0.306
C 0.78889 0.80637 -0.41994 -0.632
F 1.02152 1.99247 0.05433 0.187
F 0.43651 0.80253 -1.72561 0.043
F 1.83934 0.01251 -0.28759 0.178
S -0.67463 0.00715 0.54136 0.513
O -0.86012 -1.25801 -0.15078 -0.421
O -0.27960 -0.17371 1.91262 -0.347
O -1.83948 0.92417 0.49030 -0.424
C -0.40595 -2.91320 -5.77257 -0.580
F 0.92986 -2.73895 -5.70705 0.122
F -0.68784 -3.24068 -7.03462 0.160
F -0.68519 -3.89974 -4.91568 0.142
S -1.23861 -1.18142 -5.30309 0.556
O -0.46274 -0.67201 -4.15270 -0.447
O -1.11580 -0.21743 -6.44015 -0.330
O -2.66406 -1.41117 -5.07629 -0.362
C 2.74601 -1.40904 2.95182 -0.581
F 2.66033 -0.07765 2.96586 0.145
F 2.27336 -1.87602 1.82799 0.112
F 4.00193 -1.89392 3.11507 0.166
S 1.53571 -2.14604 4.30756 0.546
O 0.86909 -1.06977 5.01376 -0.134
O 0.60564 -3.00457 3.65400 -0.184
O 2.38390 -2.84623 5.20992 -0.066
C 2.10502 5.14312 1.49532 -0.666
F 1.07321 5.20736 2.29666 0.142
F 1.72114 4.69967 0.25452 0.066
F 2.71965 6.27216 1.30008 0.162
S 3.46383 3.98527 2.29146 0.556
O 2.61003 2.98006 3.00467 -0.487
O 4.30986 3.37663 1.20420 -0.364
O 4.22254 4.75695 3.27084 -0.314
O 1.90670 3.74955 -2.54449 -0.083
H 2.38053 4.34710 -3.12298 0.055
H 2.58332 3.37398 -1.98114 0.047
O -2.35958 0.74646 3.88091 -0.073
H -2.22668 1.28579 3.10137 -0.022
H -3.28117 0.87338 4.10629 0.048
O 1.91135 -1.21560 -3.60566 -0.049
H 2.02817 -0.44602 -3.04858 0.026
H 1.01476 -1.14138 -3.93254 -0.055
O 2.31292 -2.74129 -1.27390 -0.068
H 1.97859 -2.23328 -2.01308 -0.014
H 2.11669 -3.65064 -1.49934 0.028
```

Its LUMO energy (alpha / beta) is -4.83 / -7.87 eV. The value obtained for the HOMO energy (alpha / beta) is -10.98 / -10.98 eV. The gap between HOMO and LUMO (alpha / beta) is 6.15 / 3.11 eV. The charge is +1. Its spin multiplicity is 2.

Formula: C6H7NO
Source: the OMol25 dataset
Level of theory: ωB97M-V/def2-TZVPD

XYZ file:
```
15
Properties=species:S:1:pos:R:3:lowdin_charge:R:1
C 0.40578 1.40949 2.58452 -0.095
C 0.34931 0.58893 1.45932 -0.091
C 0.23019 -0.11582 0.51676 0.039
C 0.18390 -0.66761 -0.84933 -0.558
C -1.29404 -0.72150 -1.32863 -0.017
O 0.67473 -2.02578 -0.81773 -0.011
C 0.93521 0.26782 -1.70133 -0.163
N 1.36495 1.08902 -2.34522 0.181
H -0.47556 1.93527 2.73562 0.058
H 0.80915 0.82598 3.42403 0.095
H 1.28845 2.16973 2.41434 0.135
H -1.67453 0.23967 -1.71414 0.091
H -1.33631 -1.37083 -2.31555 0.124
H -1.81917 -1.14316 -0.43335 0.106
H 0.35796 -2.48123 -1.62930 0.106
```

Its LUMO energy is 0.66 eV. The value obtained for the HOMO energy is -10.12 eV. The gap between HOMO and LUMO is 10.78 eV. The calculation puts the energy above the lowest of the compared OMol25 structures with the same formula, charge and spin at 2.733 eV. Its SMILES is CC#C[C@](C)(O)C#N.

Formula: C7H18Cl2P2Tl
Source: the OMol25 dataset
Level of theory: ωB97M-V/def2-TZVPD

XYZ file:
```
30
Properties=species:S:1:pos:R:3:lowdin_charge:R:1
Tl 9.43803 7.79434 1.95555 0.561
C 10.25186 4.55952 4.90689 -0.276
P 8.94997 5.58066 4.10742 0.735
C 7.60570 4.33128 3.90730 -0.288
C 8.38927 6.59168 5.61305 -0.394
C 7.10206 7.43032 5.22917 -0.408
P 7.65833 8.77229 4.08373 0.686
C 6.11290 9.72505 3.91405 -0.269
C 8.69900 9.73228 5.25505 -0.256
H 9.78639 4.08549 5.77110 0.049
H 11.09581 5.18403 5.23177 0.047
H 10.65036 3.81220 4.24087 0.040
H 7.18773 3.97742 4.85208 0.047
H 7.95962 3.39671 3.32751 0.083
H 6.75429 4.76142 3.34974 0.034
H 9.20443 7.17890 5.94809 0.045
H 8.13832 5.85332 6.38156 0.084
H 6.53047 7.90014 6.12534 0.127
H 6.38410 6.88504 4.61988 0.055
H 5.78199 10.03890 4.89724 0.049
H 5.29795 9.07377 3.53014 0.064
H 6.23117 10.56907 3.27840 0.031
H 8.68003 9.23891 6.21092 0.033
H 8.36452 10.74967 5.42103 0.050
H 9.74420 9.86240 4.88842 0.046
Cl 13.24105 8.04036 3.50540 0.411
C 14.30876 9.23380 4.35607 -0.943
Cl 13.41570 10.77773 4.50950 0.486
H 15.22772 9.36053 3.72095 0.057
H 14.49190 8.78846 5.31209 0.014
```

Its LUMO energy is -3.70 eV. The value obtained for the HOMO energy is -12.25 eV. The gap between HOMO and LUMO is 8.56 eV. The charge is +1.